The following is a quantum chemistry calculation of a single C18H18ClN5O3 molecule, from OMol25.

Last column: Löwdin charge in e.
CARTESIAN COORDINATES (ANGSTROEM)
C -1.9782 -4.3319 -0.2859  -0.06
C -3.3072 -3.5954 -0.2247  -0.20
H -3.6478 -3.4877 0.8095  0.12
H -4.0730 -4.1027 -0.8169  0.13
O -3.1637 -2.2909 -0.7998  0.02
C -3.1066 -1.2553 0.0130  -0.48
O -3.2650 -1.2793 1.2056  0.12
C -2.8346 0.0316 -0.7751  -0.07
C -1.5874 0.6544 -0.2221  -0.14
N -1.4823 1.9584 -0.0822  0.18
C -0.3640 2.5117 0.4084  -0.36
N 0.7182 1.8682 0.8070  0.20
C 0.6301 0.5499 0.6666  -0.20
N 1.5060 -0.4318 0.9758  -0.04
N 0.9629 -1.6130 0.6548  0.09
N -0.1988 -1.4669 0.1718  0.10
C -0.4927 -0.1374 0.1450  -0.12
C 2.8420 -0.3080 1.4986  -0.09
C 3.7914 0.1008 0.4000  -0.22
C 3.8464 1.4329 0.0060  -0.04
C 4.6774 1.8371 -1.0225  -0.07
C 5.4710 0.9071 -1.6733  -0.08
C 5.4264 -0.4236 -1.2998  -0.10
C 4.5849 -0.8240 -0.2726  -0.60
Cl 4.5436 -2.5003 0.1560  0.71
H 6.0369 -1.1569 -1.8027  0.10
H 6.1246 1.2146 -2.4751  0.11
H 4.7059 2.8753 -1.3152  0.10
H 3.2152 2.1489 0.5113  0.10
H 3.1170 -1.2792 1.9131  0.10
H 2.8280 0.4524 2.2838  0.14
C -0.3661 3.9970 0.5242  -0.02
H 0.6299 4.3520 0.7685  0.07
H -0.7098 4.4364 -0.4086  0.08
H -1.0588 4.2977 1.3086  0.08
H -2.6596 -0.2524 -1.8190  0.17
C -4.0917 0.9066 -0.7167  -0.39
O -4.8121 0.9988 -1.6749  0.12
C -4.3425 1.5602 0.6016  0.00
H -4.1938 0.8384 1.4027  0.08
H -3.6129 2.3584 0.7268  0.08
H -5.3471 1.9728 0.6337  0.09
H -2.0742 -5.3001 0.1968  0.08
H -1.6767 -4.4764 -1.3198  0.08
H -1.2113 -3.7484 0.2178  0.05

The structure (SMILES) is CCOC(=O)[C@@H](C(C)=O)c1nc(C)nc2c1nnn2Cc1ccccc1Cl. The multiplicity is 1. The frontier orbital gap is 9.4 eV. The value obtained for the maximum force is 1.7 eV/A. The calculation puts the total energy at -45073.667 eV. Its energy above the lowest of the compared OMol25 structures with the same formula, charge and spin is 0.000 eV. Its charge is 0. The LUMO energy is -0.112 eV.

***

The following is a quantum chemistry calculation of a single C26H32N2O6 molecule, from OMol25.

Last column: Löwdin charge in e.
CARTESIAN COORDINATES (ANGSTROEM)
C 1.7097 5.0822 2.4347  -0.11
C 2.3918 3.9446 1.6870  -0.23
H 2.3970 3.0457 2.3064  0.12
H 3.4282 4.2168 1.4757  0.10
C 1.6624 3.6356 0.3771  -0.15
N 2.2301 2.5123 -0.3220  -0.05
C 1.6616 1.2877 -0.3495  -0.34
O 0.6047 1.0328 0.2170  0.04
C 2.5377 0.4149 -1.1708  0.01
C 2.4790 -0.9290 -1.5623  -0.04
C 3.5172 -1.4004 -2.3685  -0.01
C 4.5714 -0.6065 -2.7777  -0.05
C 4.6318 0.7215 -2.3862  -0.02
C 3.6148 1.2073 -1.5923  -0.14
C 3.4657 2.5941 -1.0532  -0.08
H 3.4005 3.3437 -1.8515  0.14
H 4.3009 2.8681 -0.3978  0.14
H 5.4468 1.3602 -2.6919  0.12
H 5.3476 -1.0230 -3.4012  0.11
H 3.4663 -2.4375 -2.6658  0.12
C 1.4497 -1.9780 -1.2202  -0.43
O 1.6006 -3.1268 -1.6070  0.05
N 0.3970 -1.5752 -0.5019  0.14
C -0.6274 -2.4868 -0.0512  -0.23
C -1.9998 -1.9147 -0.3112  -0.18
C -2.9759 -2.6529 -0.9574  -0.03
C -4.2254 -2.1029 -1.1655  0.01
C -4.5399 -0.8083 -0.7606  -0.19
C -3.5434 -0.0479 -0.1201  -0.17
C -2.3029 -0.6255 0.1081  0.04
H -1.5423 -0.0514 0.6083  0.09
O -3.8321 1.2458 0.2480  -0.11
C -2.8190 2.0094 0.8564  -0.08
H -1.9262 2.0745 0.2277  0.08
H -2.5417 1.6040 1.8350  0.10
H -3.2470 3.0029 0.9873  0.10
O -5.8102 -0.4239 -1.0623  -0.04
C -6.3630 0.7816 -0.5652  -0.25
C -7.8346 0.7900 -0.9525  -0.07
H -8.3048 1.7029 -0.5980  0.07
H -7.9336 0.7329 -2.0330  0.08
H -8.3400 -0.0663 -0.5143  0.08
H -6.2566 0.8273 0.5245  0.13
H -5.8505 1.6457 -1.0025  0.12
H -5.0009 -2.6643 -1.6618  0.12
H -2.7657 -3.6555 -1.2958  0.12
H -0.4983 -3.4229 -0.6056  0.15
C -0.4547 -2.7697 1.4610  -0.01
C 0.8111 -3.5590 1.6993  -0.49
O 0.8638 -4.7569 1.7786  0.12
O 1.8665 -2.7453 1.8245  -0.01
C 3.1459 -3.3527 2.0150  -0.21
C 3.9382 -3.3874 0.7171  -0.05
H 4.8755 -3.9130 0.8765  0.08
H 4.1494 -2.3775 0.3718  0.07
H 3.3659 -3.9023 -0.0509  0.07
H 2.9928 -4.3683 2.3944  0.12
H 3.6534 -2.7468 2.7710  0.12
H -1.3038 -3.3574 1.8086  0.14
H -0.4040 -1.8223 1.9969  0.13
H 0.3456 -0.6176 -0.1580  0.08
H 1.6841 4.5112 -0.2808  0.13
H 0.6213 3.3802 0.5930  0.12
H 0.6827 4.8180 2.6750  0.07
H 1.6993 5.9860 1.8293  0.07
H 2.2357 5.2960 3.3614  0.07

The structure (SMILES) is CCCN1Cc2cccc(C(=O)N[C@@H](CC(=O)OCC)c3ccc(OCC)c(OC)c3)c2C1=O. The multiplicity is 1. The frontier orbital gap is 7.9 eV. The value obtained for the maximum force is 0.7 eV/A. The calculation puts the total energy at -42748.047 eV. Its energy above the lowest of the compared OMol25 structures with the same formula, charge and spin is 0.783 eV. Its charge is 0. The LUMO energy is 0.094 eV.

***

The following is a quantum chemistry calculation of 2 unconnected molecules or ions with the total composition CH6NO, from OMol25.

Last column: Löwdin charge in e.
CARTESIAN COORDINATES (ANGSTROEM)
N 1.8233 -0.6808 -0.7674  -0.03
H 1.2310 -0.5112 0.0728  -0.03
H 1.6013 0.0311 -1.4488  -0.02
H 2.8056 -0.6208 -0.5425  -0.04
C -1.4884 0.3645 0.5558  -0.50
O -0.1768 0.4557 0.8637  -0.45
H -2.0291 -0.4542 1.0938  0.02
H -2.0753 1.2970 0.7105  0.02
H -1.6915 0.1186 -0.5379  0.03

The multiplicity is 1. The frontier orbital gap is 7.1 eV. The value obtained for the maximum force is 0.8 eV/A. The calculation puts the total energy at -4671.319 eV. Its energy above the lowest of the compared OMol25 structures with the same formula, charge and spin is 0.048 eV. Its charge is -1. The LUMO energy is 5.010 eV.